27
Properties=species:S:1:pos:R:3:forces:R:3:mulliken_charge:R:1 method="wB97M-V/def2-TZVPD" homo_energy_ev="-7.3510 / -6.7230" multiplicity=1 orbital_gap_ev="7.322 / 6.030" e_tot_ha=-1338.1120 e_above_lowest_kcal_mol=7.3 total_charge=0
C -0.43728 3.28615 -1.21213 0.4 2.2 1.0 -0.530
C -1.55925 3.38527 -0.35469 -0.8 0.5 -0.4 -0.255
C -0.09569 2.10679 -1.80026 2.1 -1.6 -2.0 -0.484
C -2.36091 2.21614 -0.15810 1.1 2.2 0.4 -0.642
C -0.79127 0.91009 -1.58517 -2.7 1.4 1.8 0.867
C -1.95721 1.08083 -0.74709 0.1 -2.1 -0.7 0.596
C -0.29536 -1.16281 2.31823 -0.6 0.3 1.6 -0.959
C 0.97238 -3.28578 0.15946 -0.7 -1.1 -0.4 -0.964
C 2.64539 -0.72463 1.23633 -0.2 -0.1 1.3 -0.596
C -0.45315 -0.30137 -2.09323 1.5 -2.5 -1.3 -0.568
F -2.69361 -0.05288 -0.55641 0.0 0.6 0.3 -0.337
F -1.22155 -1.42858 -1.99422 0.5 1.1 -0.1 -0.223
Si 0.84566 -1.51623 0.89489 1.3 0.8 -1.1 0.195
Cl 3.71490 -2.16868 1.09983 0.6 0.1 0.1 -0.234
H 0.24086 4.18834 -1.31895 -1.1 -1.2 -0.1 0.294
H -1.95633 4.39379 0.03581 1.0 -1.8 -0.5 0.278
H 0.76290 1.90467 -2.53455 -1.0 1.2 1.3 0.197
H -3.17774 2.28300 0.53703 -0.4 -0.3 -0.1 0.424
H -0.22582 -2.02374 3.00398 -0.6 -0.3 -0.4 0.403
H 0.19567 -0.42896 3.06786 -1.2 -0.3 -1.7 0.300
H -1.41323 -0.97611 2.02090 2.3 -0.1 0.8 0.249
H 1.39530 -4.13828 0.79648 -0.9 1.3 -0.5 0.371
H -0.12271 -3.51417 -0.15886 1.8 0.1 0.6 0.258
H 1.59904 -3.36108 -0.77900 -0.7 0.6 0.9 0.317
H 2.86139 -0.23881 2.22929 -0.7 -1.0 -0.4 0.332
H 3.09451 0.05469 0.64029 -0.4 -0.1 -1.1 0.370
H 0.43311 -0.48762 -2.74772 -0.9 0.3 0.7 0.342